The following is a quantum chemistry calculation of a 4-piece molecular cluster, C21H60BBr2N9O3P3 overall at a distorted geometry, from the OMol25 dataset.

XYZ file:
```
99
Properties=species:S:1:pos:R:3
C -2.29267 1.24210 -4.16340
H 3.04114 7.75164 4.05539
C 3.07861 7.10323 3.17526
H -0.54139 -8.89079 2.21259
H -5.09318 1.64168 -1.08048
H -0.30698 -0.42825 -4.33296
H -5.24479 1.69433 -3.69459
N -4.92240 0.01658 -2.45030
H -2.02925 -6.89466 2.61390
H -4.26516 -4.08293 -3.02260
H -6.59944 0.56592 -3.57052
C 3.89941 5.00073 -0.53673
H -2.96965 3.45347 0.16545
H -1.90341 -10.10430 -0.11650
P -3.32616 -0.59414 -2.35768
H 2.91744 4.81266 4.60744
H 0.13323 -9.93944 0.95450
H 5.18494 7.24413 -0.71781
H -2.75910 -8.93098 0.90771
H -6.53810 0.62379 -1.25244
N 4.09305 6.07277 3.36474
H -2.47547 -2.58069 -4.83856
H 0.92118 -8.42559 1.33054
H -4.60155 3.83736 0.82867
C 7.01514 4.08334 2.52769
P 4.49174 4.96475 2.09853
H -1.06529 2.78714 0.95755
H -0.02372 -6.09229 -3.39590
H 2.07379 6.69993 3.00013
H 7.83257 6.49111 2.97485
B -0.67600 3.38782 1.93427
H -4.11514 -3.14022 -1.54429
C 4.71777 7.08150 0.26039
C -0.90559 -0.54259 -3.42542
N -0.85806 -8.27855 0.18930
H -0.60569 2.58376 2.84374
H 2.83856 5.27934 -0.54805
H 4.33540 5.25578 -1.50736
H 3.96069 3.91967 -0.43427
C 1.34195 -6.64525 -1.29265
C -1.30192 -6.07352 2.62182
H 1.69065 -7.33846 -0.52662
H -1.57048 -5.77014 -2.63678
H -4.16364 -3.05850 -5.08985
H -0.21431 -4.67218 -2.34458
O 3.12311 4.34930 1.91250
H 8.08657 4.26742 2.41676
H 1.72316 -7.04042 -2.24006
C -1.65429 4.63776 2.30182
H -0.43598 0.02814 -2.61583
C -0.05255 -8.89599 1.23036
P -1.14102 -6.51389 0.02093
H -2.66235 -3.55292 -2.46480
O -1.69036 -5.11215 -0.18771
C -2.89860 4.68557 1.89578
H 3.81420 6.09703 5.45515
C -0.49463 -5.72535 -2.48043
H -3.52003 2.63751 1.60108
H 1.12877 -5.25262 2.64709
H 1.81712 -5.67027 -1.12888
H 6.83631 3.64490 3.51762
H -5.15418 0.03334 -0.35077
C -3.51760 -2.26099 -4.70574
N -0.34819 -6.23150 1.52984
H 3.73087 7.56094 0.23624
C 6.76989 6.35037 3.20398
H 1.52006 -5.42332 0.96458
C 3.85241 5.38438 4.62734
H -1.63145 1.31999 -5.03131
Br -0.97378 6.15211 3.35085
C -5.44477 0.61253 -1.22436
C 0.69440 -5.22214 1.64482
H -0.87408 -1.60455 -3.15156
O -2.80632 0.43013 -1.35982
H -0.79306 -6.10685 3.58752
H -3.27996 1.52491 -4.52460
H 6.29013 7.31126 3.04123
H 6.68716 6.09938 4.26986
H -2.65625 -8.68985 -0.84486
H 6.73524 3.33964 1.77455
H -1.97174 1.97537 -3.41451
N -0.09811 -6.54297 -1.33891
H -1.85661 -5.13135 2.54572
C -2.10629 -9.04210 0.03406
H -3.69174 -1.39320 -5.33585
H 4.67133 4.68575 4.84234
N -2.28136 -0.12123 -3.65812
H 0.32635 -4.20753 1.45638
N 6.24009 5.31652 2.33265
N -3.86469 -2.01267 -3.31779
H 3.33458 7.76116 2.34522
H 5.34776 7.61200 0.97596
N 4.62538 5.66956 0.53955
C -3.56295 3.59834 1.07527
H -5.22284 0.13053 -4.54256
C -5.50648 0.63126 -3.61591
Br -4.06086 6.22204 2.31794
C -3.71422 -3.26286 -2.55503
H 0.41376 3.83657 1.65026
```

Its gap between HOMO and LUMO is 0.1916 Eh. The net charge is -1. For the electronic energy, the calculation gives -210925.4603 eV.


The following is a quantum chemistry calculation of C2H4ClIS as an isolated structure at a distorted geometry, from the OMol25 dataset.

XYZ file:
```
9
Properties=species:S:1:pos:R:3
H -0.70813 1.73177 -0.50888
H 0.60176 1.56846 0.84094
H -0.35689 -1.24336 1.25403
C -1.00664 -1.08418 0.51869
Cl 2.73066 0.04640 -0.22348
H -2.09109 -0.94958 0.72070
S 1.11538 0.70311 -1.33277
C 0.11399 1.32497 -0.08562
I -0.39904 -2.09759 -1.18361
```

Its gap between HOMO and LUMO (spin up / spin down) is 0.2749 / 0.2907 Eh. For the electronic energy, the calculation gives -33593.1821 eV. For the energy above the lowest of the compared OMol25 structures with the same formula, charge and spin, the calculation gives 89.5 kcal per mole.


The following is a quantum chemistry calculation of a 2-piece molecular cluster, FH2NO2Si overall at a distorted geometry, from the OMol25 dataset.

XYZ file:
```
7
Properties=species:S:1:pos:R:3
O 3.13918 -0.79751 1.08714
N 2.86381 -0.33904 0.06520
F -2.12016 -0.90910 -0.70155
Si -0.62585 -0.67234 -0.07711
O 3.48782 0.26121 -0.79098
H 1.78034 -0.34217 -0.07119
H -1.01466 0.12577 1.21680
```

Its gap between HOMO and LUMO is 0.3062 Eh. For the electronic energy, the calculation gives -16208.8975 eV. For the energy above the lowest of the compared OMol25 structures with the same formula, charge and spin, the calculation gives 55.7 kcal per mole.


The following is a quantum chemistry calculation of C28H30F5N5O4S2SnTe as an isolated structure at a distorted geometry, from the OMol25 dataset.

XYZ file:
```
76
Properties=species:S:1:pos:R:3
N 18.62873 18.05307 5.87302
H 16.22196 18.86602 5.35845
N 19.23454 20.26366 5.39059
H 22.48332 20.43330 5.99927
C 13.26425 18.99576 6.83237
C 13.02483 16.22363 7.60187
C 18.76874 21.73653 5.21310
C 16.84725 19.69806 5.64747
C 23.91426 15.68263 6.65221
H 24.48577 13.78556 5.69568
H 12.63459 15.69023 8.51354
H 19.64324 17.91618 6.10907
H 10.47596 15.27164 7.12360
C 18.85406 8.17575 6.73206
S 18.75296 12.29074 4.67177
H 23.26082 17.28242 7.79010
C 17.96248 8.48899 5.66118
H 8.78461 18.84306 5.53381
H 15.53728 12.59272 6.05971
O 18.82926 14.81216 6.45360
H 19.12884 22.47321 3.25306
H 17.94574 22.00389 5.88929
S 21.76020 12.77148 4.92861
C 11.88473 16.89980 6.90459
C 15.92321 14.48725 5.22852
H 13.20268 20.03342 7.21922
Sn 17.25191 16.68132 7.10932
O 22.03020 13.03202 3.58130
H 15.16062 14.73709 3.37671
C 18.63025 10.78920 5.67518
C 21.49996 20.91006 5.83822
H 8.57706 16.41337 5.90284
H 16.52418 13.61980 6.96835
F 18.89821 6.96744 7.28670
Te 14.52985 17.73809 8.33053
H 17.34030 22.63920 3.84417
O 22.03836 11.47110 5.52486
F 20.68183 9.00067 8.07027
C 9.48089 16.93990 6.22455
C 19.35644 10.53220 6.83639
C 18.32322 19.29264 5.59585
C 10.61657 16.26810 6.75296
F 17.04424 10.03579 4.06941
H 20.67970 20.25337 3.95282
H 10.86728 20.04055 5.90883
C 22.32552 14.09030 5.93039
C 9.62954 18.31167 5.95151
F 17.10808 7.51878 5.26302
C 22.92758 16.42026 7.22799
H 21.78216 21.89532 5.41907
N 20.08058 13.21729 5.29159
H 16.65672 20.00964 6.70176
F 20.01732 11.51829 7.53062
H 14.93690 13.11469 4.08821
H 24.98043 15.93464 6.60647
C 23.65977 14.43830 6.05327
C 18.26300 22.00632 3.80690
N 15.85941 13.56608 6.22420
H 13.54977 15.51150 6.95675
C 21.29301 14.87181 6.44696
C 10.86696 18.94284 6.09952
N 15.51894 13.96761 4.00975
H 21.18030 21.18552 6.88056
H 20.76114 16.46784 7.69445
C 12.00734 18.30021 6.59886
H 16.69491 20.51031 5.01196
C 21.58479 16.03585 7.19630
H 18.07974 21.12261 3.32259
O 16.31177 15.66954 5.38885
C 17.94691 9.75018 5.05708
H 19.64693 22.30674 5.50831
H 20.80355 18.92752 5.28579
C 19.64309 9.22639 7.22804
H 13.93764 19.00866 5.97238
C 20.64754 20.00475 5.03450
C 19.97382 14.34113 6.08642
```

Its gap between HOMO and LUMO is 0.2740 Eh. The net charge is +2. For the electronic energy, the calculation gives -93529.2042 eV.